{
  "formula": "C36H31Cl2EuN6O3S2",
  "method": "the ωB97M-V functional and the def2-TZVPD basis",
  "symbols": ["Eu", "Cl", "C", "C", "C", "C", "O", "C", "C", "N", "C", "C", "C", "C", "C", "C", "C", "C", "N", "C", "C", "H", "H", "H", "H", "H", "H", "H", "H", "H", "H", "C", "S", "C", "S", "N", "N", "C", "C", "C", "C", "C", "C", "N", "H", "H", "H", "H", "H", "H", "H", "H", "Cl", "C", "C", "C", "C", "O", "C", "C", "O", "C", "H", "H", "H", "H", "C", "C", "C", "C", "C", "N", "H", "H", "H", "H", "H", "H", "H", "H", "H"],
  "coordinates": [[-0.531, -0.001, -0.170], [-2.495, 7.356, -0.125], [-2.305, 5.627, -0.238], [-3.144, 4.886, -1.070], [-2.986, 3.523, -1.149], [-1.996, 2.837, -0.415], [-1.915, 1.538, -0.503], [-1.135, 3.606, 0.405], [-0.016, 3.095, 1.194], [0.505, 1.926, 1.166], [2.051, 0.352, 2.225], [3.436, 0.588, 2.870], [3.886, -0.666, 3.569], [3.718, -1.814, 2.917], [3.118, -1.792, 1.570], [3.399, -2.766, 0.621], [2.928, -2.632, -0.675], [2.132, -1.547, -0.976], [1.803, -0.632, -0.052], [2.302, -0.723, 1.174], [-1.329, 4.995, 0.487], [-3.914, 5.389, -1.641], [-3.631, 2.922, -1.779], [0.426, 3.852, 1.836], [4.136, 0.789, 2.050], [4.364, -0.610, 4.542], [4.051, -2.765, 3.320], [4.019, -3.612, 0.896], [3.171, -3.355, -1.441], [1.740, -1.370, -1.974], [-0.678, 5.585, 1.123], [0.317, -4.188, -2.389], [-1.372, -3.879, -1.842], [-1.214, -2.549, -0.829], [-0.348, -0.528, -3.770], [-1.731, -1.633, 1.821], [-0.624, -0.964, 1.977], [0.018, -1.038, 3.110], [1.059, -0.045, 3.322], [1.049, 0.783, 4.376], [1.906, 1.976, 4.327], [3.241, 1.871, 3.625], [2.137, 2.564, 2.914], [1.724, 1.731, 1.809], [0.283, -5.046, -3.062], [0.941, -4.413, -1.527], [0.673, -3.310, -2.927], [-0.386, -1.619, 3.934], [0.337, 0.666, 5.185], [1.832, 2.683, 5.142], [4.098, 2.415, 3.998], [2.134, 3.632, 2.766], [-7.200, -2.440, -0.677], [-5.464, -2.342, -0.693], [-4.731, -3.289, 0.138], [-3.405, -3.228, 0.266], [-2.606, -2.123, -0.373], [-2.370, -1.058, 0.658], [-3.388, -1.423, -1.484], [-2.690, -0.755, -2.422], [-1.361, -0.730, -2.326], [-4.834, -1.469, -1.478], [-5.297, -4.066, 0.641], [-2.860, -3.932, 0.880], [-3.131, -0.256, -3.278], [-5.390, -0.822, -2.148], [0.949, 4.885, -2.433], [1.248, 3.580, -3.178], [2.709, 3.529, -3.639], [0.294, 3.411, -4.374], [1.000, 2.444, -2.272], [0.746, 1.521, -1.646], [1.066, 5.724, -3.122], [1.636, 5.025, -1.595], [-0.072, 4.892, -2.047], [2.889, 4.350, -4.335], [2.923, 2.588, -4.148], [3.393, 3.632, -2.794], [0.483, 4.210, -5.096], [-0.746, 3.466, -4.047], [0.440, 2.444, -4.855]],
  "atomic_forces_ev_per_a": [[0.981, 0.003, -1.272], [0.002, -0.032, -0.008], [-0.137, 0.010, -0.105], [0.036, 0.082, 0.024], [-0.011, -0.092, -0.069], [-0.065, 0.107, 0.001], [-0.394, 1.268, 0.194], [-0.039, -0.025, 0.081], [-0.094, 0.077, 0.131], [0.000, -0.215, 0.261], [-0.178, -0.147, 0.267], [0.017, -0.106, 0.172], [0.032, 0.115, -0.050], [-0.002, -0.083, -0.048], [0.185, -0.070, 0.059], [0.016, -0.001, 0.088], [0.038, -0.001, -0.022], [0.109, 0.114, 0.043], [0.597, -0.209, 0.268], [-0.038, 0.216, 0.119], [0.162, -0.030, 0.087], [0.017, -0.021, 0.009], [0.003, 0.049, 0.026], [0.075, 0.046, -0.054], [0.003, 0.046, -0.057], [-0.047, -0.045, -0.071], [-0.030, 0.076, -0.031], [-0.003, 0.016, -0.010], [0.015, 0.004, 0.011], [-0.107, -0.059, 0.013], [-0.029, -0.031, -0.011], [0.035, -0.078, -0.005], [0.354, 0.869, 0.613], [-0.481, -1.050, -0.579], [-0.102, -0.315, -0.263], [-0.080, -0.797, 0.685], [-0.410, -0.184, 1.001], [0.312, -0.207, -0.230], [-0.152, 0.199, 0.019], [0.101, 0.029, -0.061], [0.052, -0.020, -0.013], [0.071, -0.112, 0.069], [-0.126, 0.122, 0.052], [0.189, 0.075, -0.438], [0.018, 0.044, 0.037], [-0.032, 0.005, -0.061], [-0.029, -0.037, 0.000], [-0.019, 0.051, -0.042], [-0.009, 0.038, -0.096], [0.046, 0.040, -0.037], [-0.025, -0.014, 0.008], [0.062, -0.008, -0.004], [0.058, -0.031, 0.024], [-0.049, -0.092, 0.085], [-0.016, -0.037, -0.029], [-0.054, 0.111, 0.098], [-0.135, 0.416, 0.228], [-0.995, -0.739, -0.610], [0.323, -0.089, -0.043], [-0.396, -0.349, 0.009], [0.137, 0.335, -0.105], [-0.008, 0.076, -0.098], [0.046, 0.063, -0.030], [-0.066, 0.037, -0.002], [0.026, 0.084, 0.046], [0.072, -0.022, 0.059], [-0.010, -0.007, 0.065], [-0.069, -0.016, -0.061], [0.018, -0.040, 0.014], [0.015, -0.034, 0.062], [-0.049, 0.135, -0.247], [0.253, 0.477, -0.170], [0.016, -0.032, 0.017], [-0.037, 0.005, -0.024], [0.034, 0.009, -0.028], [-0.001, -0.018, 0.022], [-0.004, 0.045, 0.013], [-0.032, -0.004, -0.040], [0.000, -0.029, 0.059], [0.043, 0.014, -0.010], [-0.008, 0.020, -0.002]],
  "homo_lumo_gap_ha": [0.2353, 0.2349],
  "multiplicity": 7,
  "e_above_lowest_ev": 10.147,
  "e_tot_ev": -118956.1364
}

{
  "formula": "C36H31F4N8O2Sm",
  "method": "the ωB97M-V functional and the def2-TZVPD basis",
  "symbols": ["Sm", "C", "C", "N", "C", "C", "C", "C", "N", "C", "C", "F", "C", "F", "C", "C", "F", "C", "F", "H", "H", "H", "H", "H", "H", "H", "H", "H", "H", "H", "H", "H", "H", "H", "C", "C", "C", "C", "N", "C", "N", "C", "N", "C", "N", "C", "C", "C", "C", "C", "N", "C", "C", "C", "C", "C", "C", "H", "H", "H", "H", "H", "H", "H", "H", "H", "H", "H", "H", "O", "C", "O", "C", "C", "C", "C", "C", "N", "H", "H", "H", "H"],
  "coordinates": [[-0.640, 1.089, 1.343], [3.059, 1.456, 0.160], [2.451, 2.663, 0.797], [1.631, 2.401, 1.940], [2.367, 1.615, 3.019], [3.744, 2.113, 3.326], [1.030, 3.622, 2.493], [0.152, 4.340, 1.459], [-0.744, 3.468, 0.783], [-1.157, 3.678, -0.503], [-2.165, 2.801, -0.926], [-2.626, 1.931, 0.014], [-2.634, 2.761, -2.206], [-3.577, 1.831, -2.467], [-2.218, 3.613, -3.211], [-1.244, 4.498, -2.813], [-0.702, 5.377, -3.697], [-0.687, 4.567, -1.513], [0.157, 5.577, -1.260], [3.727, 1.713, -0.706], [2.336, 0.776, -0.277], [3.669, 0.860, 0.792], [1.939, 3.225, 0.057], [3.338, 3.302, 1.051], [2.446, 0.577, 2.708], [1.705, 1.569, 3.924], [3.793, 3.158, 3.658], [4.341, 2.180, 2.396], [4.211, 1.388, 3.974], [1.758, 4.364, 2.882], [0.393, 3.284, 3.309], [0.780, 4.930, 0.825], [-0.335, 5.102, 2.051], [-2.469, 3.502, -4.218], [1.493, -4.552, 3.894], [2.491, -3.942, 3.078], [2.036, -2.827, 2.340], [0.667, -2.575, 2.337], [-0.250, -3.238, 2.968], [0.153, -4.222, 3.758], [0.262, -1.413, 1.551], [0.170, -1.535, 0.274], [-0.204, -0.462, -0.442], [-0.123, -0.690, -1.750], [-0.313, 0.285, -2.558], [-0.537, -0.017, -3.888], [0.248, 0.660, -4.879], [0.031, 0.402, -6.226], [-0.960, -0.534, -6.553], [-1.702, -1.103, -5.500], [-1.498, -0.862, -4.202], [0.314, -2.112, -1.971], [0.697, -2.817, -3.134], [1.107, -4.146, -2.997], [1.289, -4.723, -1.768], [0.973, -3.994, -0.613], [0.420, -2.697, -0.729], [1.775, -5.385, 4.505], [3.505, -4.353, 2.948], [2.783, -2.267, 1.775], [-0.625, -4.764, 4.278], [0.942, 1.477, -4.578], [0.595, 0.961, -6.962], [-1.336, -0.674, -7.533], [-2.532, -1.724, -5.710], [0.688, -2.275, -4.076], [1.248, -4.691, -3.916], [1.756, -5.731, -1.743], [1.077, -4.434, 0.347], [-2.221, -0.670, 4.994], [-2.049, -0.309, 3.851], [-1.422, 0.736, 3.430], [-2.816, -1.024, 2.756], [-3.729, -2.047, 3.062], [-4.533, -2.529, 2.023], [-4.284, -2.093, 0.723], [-3.352, -1.119, 0.505], [-2.649, -0.578, 1.499], [-3.928, -2.284, 4.124], [-5.419, -3.179, 2.120], [-4.895, -2.508, -0.095], [-3.173, -0.752, -0.484]],
  "atomic_forces_ev_per_a": [[-0.535, 0.232, 0.529], [0.327, -0.497, -1.984], [2.360, 0.625, -0.073], [-0.264, -1.104, 1.366], [-1.428, 0.286, -0.078], [0.655, 0.864, -1.054], [-0.351, 0.059, -0.389], [0.657, 0.496, 0.644], [-0.096, -1.027, -0.200], [0.847, 0.364, 0.478], [0.399, 0.738, -0.803], [-0.228, -0.545, 0.000], [-1.050, -0.781, -0.040], [0.110, 0.064, -0.151], [1.009, 0.107, 1.511], [1.281, 0.888, 0.859], [-0.445, -0.435, 0.134], [-1.716, -0.713, -0.682], [0.387, -0.015, 0.189], [-0.650, 0.170, 0.790], [-0.505, -0.161, -0.045], [0.540, -0.409, 0.880], [-0.876, 0.435, -0.569], [-0.721, -0.016, 0.149], [-0.070, -0.181, -0.321], [0.507, 0.318, -0.737], [-0.197, -0.433, 0.645], [-0.134, -0.504, 0.444], [0.365, 0.208, 0.502], [-0.110, -0.477, -0.096], [-0.043, 0.110, 0.317], [0.566, 0.180, -0.742], [-0.679, 0.355, 0.267], [-0.609, -0.130, -1.251], [1.058, -0.401, -1.041], [-1.880, 0.561, 0.059], [1.401, -1.676, 0.802], [0.693, 2.553, -1.644], [-0.881, -0.150, 0.203], [0.771, 0.037, 0.190], [0.277, -0.925, 0.775], [0.006, -1.645, -0.716], [0.123, 0.762, 1.502], [0.115, 0.257, -1.339], [-0.273, -0.298, -0.207], [1.411, 1.076, -1.117], [-0.166, 0.461, 0.315], [-0.301, -0.260, 0.844], [-0.557, 0.245, 1.567], [1.115, 1.048, -0.470], [-0.224, -0.321, -0.281], [0.071, -0.303, -1.198], [-0.444, 0.681, 1.030], [-0.353, 1.275, -1.282], [0.283, -0.485, 0.965], [-0.666, 0.563, -0.499], [1.085, -0.299, 1.001], [0.009, -0.316, 0.319], [-0.537, 0.449, 0.499], [-0.644, 0.076, -0.111], [0.038, -0.052, 0.166], [-0.519, -0.928, -0.080], [-0.095, -0.154, -0.136], [0.123, -0.287, -0.903], [-0.688, -0.689, -0.306], [-0.119, -0.525, -0.010], [0.414, -0.233, -0.003], [-0.653, 0.780, 0.337], [0.249, -0.335, 0.670], [0.477, -0.031, 0.204], [-1.108, 0.073, 0.018], [0.995, 0.366, -0.299], [-0.486, -0.797, -0.729], [-0.855, 0.472, 0.264], [-0.040, 0.058, -0.153], [-1.011, -0.779, -0.103], [0.321, 0.007, 0.208], [0.286, 0.145, 0.571], [0.394, 0.038, -0.842], [0.819, 0.127, 0.545], [0.482, 0.420, 0.380], [0.185, 0.289, -0.457]],
  "homo_lumo_gap_ha": [0.2697, 0.2715],
  "multiplicity": 6,
  "e_tot_ev": -82627.3867
}

{
  "formula": "C36H31IrN5O2PS",
  "method": "the ωB97M-V functional and the def2-TZVPD basis",
  "symbols": ["Ir", "N", "C", "S", "N", "N", "C", "C", "C", "C", "C", "C", "C", "C", "C", "C", "C", "C", "N", "H", "H", "H", "H", "H", "H", "H", "H", "H", "H", "H", "O", "P", "C", "C", "C", "C", "C", "C", "C", "C", "C", "C", "C", "C", "C", "C", "C", "C", "C", "C", "H", "H", "H", "H", "H", "H", "H", "H", "H", "H", "H", "H", "H", "H", "H", "O", "N", "C", "C", "C", "C", "C", "H", "H", "H", "H", "H"],
  "coordinates": [[-0.983, 1.806, -0.929], [1.543, 4.400, 1.409], [0.915, 3.565, 0.564], [-0.825, 3.372, 0.778], [1.654, 2.957, -0.329], [0.955, 2.117, -1.135], [1.533, 1.598, -2.181], [2.964, 1.787, -2.497], [3.354, 2.265, -3.747], [4.699, 2.400, -4.054], [5.663, 2.053, -3.118], [5.280, 1.581, -1.870], [3.936, 1.453, -1.557], [0.662, 0.762, -3.014], [1.125, -0.012, -4.068], [0.245, -0.840, -4.745], [-1.080, -0.890, -4.350], [-1.481, -0.101, -3.285], [-0.643, 0.711, -2.649], [0.996, 5.019, 1.980], [2.491, 4.662, 1.193], [2.601, 2.553, -4.471], [4.994, 2.779, -5.023], [6.713, 2.155, -3.359], [6.030, 1.316, -1.137], [3.634, 1.096, -0.581], [2.172, 0.023, -4.332], [0.597, -1.452, -5.565], [-1.797, -1.525, -4.848], [-2.502, -0.089, -2.926], [-1.089, -0.287, 0.145], [-0.494, -1.355, 1.011], [0.788, -2.293, 0.163], [1.627, -1.584, -0.694], [2.666, -2.227, -1.346], [2.872, -3.585, -1.140], [2.044, -4.296, -0.282], [1.001, -3.652, 0.371], [0.264, -0.687, 2.496], [1.305, -1.342, 3.150], [1.848, -0.793, 4.302], [1.361, 0.409, 4.796], [0.325, 1.065, 4.143], [-0.227, 0.517, 2.995], [-1.753, -2.539, 1.518], [-2.370, -3.305, 0.527], [-3.369, -4.201, 0.864], [-3.760, -4.337, 2.191], [-3.154, -3.575, 3.178], [-2.150, -2.675, 2.844], [1.466, -0.523, -0.834], [3.317, -1.668, -2.006], [3.684, -4.091, -1.646], [2.209, -5.353, -0.121], [0.353, -4.213, 1.034], [1.698, -2.272, 2.759], [2.658, -1.300, 4.810], [1.794, 0.839, 5.689], [-0.049, 2.007, 4.523], [-1.020, 1.034, 2.472], [-2.063, -3.199, -0.508], [-3.842, -4.798, 0.095], [-4.535, -5.045, 2.455], [-3.459, -3.681, 4.211], [-1.674, -2.086, 3.618], [-3.053, 1.984, -1.195], [-3.765, 2.141, -0.079], [-4.071, 1.064, 0.663], [-4.823, 1.206, 1.807], [-5.260, 2.468, 2.185], [-4.923, 3.560, 1.401], [-4.165, 3.373, 0.265], [-3.672, 0.130, 0.293], [-5.058, 0.329, 2.391], [-5.853, 2.598, 3.079], [-5.237, 4.560, 1.660], [-3.841, 4.154, -0.405]],
  "atomic_forces_ev_per_a": [[0.041, 1.015, -0.388], [0.042, 0.144, 0.003], [-0.313, -0.181, 0.055], [0.326, -0.054, -0.035], [0.259, 0.053, 0.099], [-0.343, -0.369, -0.058], [0.126, 0.222, 0.141], [0.056, 0.017, -0.089], [-0.023, 0.039, 0.056], [0.014, 0.011, -0.007], [0.002, 0.000, -0.014], [-0.012, 0.004, 0.015], [-0.005, -0.056, -0.018], [-0.041, -0.264, -0.100], [0.052, -0.034, -0.018], [0.041, 0.004, -0.003], [-0.047, 0.028, 0.043], [-0.140, 0.058, -0.097], [0.262, -0.051, 0.283], [-0.005, -0.020, 0.013], [0.010, -0.032, 0.023], [0.005, -0.027, -0.013], [0.000, 0.005, 0.003], [-0.001, 0.001, -0.003], [-0.001, -0.005, 0.002], [0.010, 0.006, 0.001], [-0.012, 0.002, -0.014], [0.006, 0.009, -0.003], [-0.002, -0.003, 0.005], [0.005, -0.015, 0.003], [-0.298, 0.102, -0.187], [0.152, -0.182, 0.174], [-0.040, 0.044, 0.015], [0.028, 0.009, 0.024], [0.014, -0.021, -0.002], [-0.005, 0.020, -0.001], [-0.010, 0.003, 0.006], [-0.007, -0.035, -0.031], [-0.057, 0.023, -0.053], [0.014, 0.000, 0.045], [0.005, -0.024, -0.023], [-0.025, 0.025, -0.016], [0.020, -0.006, 0.026], [-0.010, -0.017, -0.008], [0.072, 0.018, -0.005], [-0.052, 0.003, -0.015], [0.003, 0.015, -0.006], [0.012, 0.006, 0.005], [-0.019, 0.006, -0.004], [0.007, -0.007, 0.022], [-0.010, -0.002, 0.007], [-0.004, -0.003, 0.007], [0.000, -0.003, 0.000], [-0.002, -0.001, -0.002], [0.001, 0.002, 0.004], [0.006, 0.005, -0.005], [0.001, 0.002, -0.002], [-0.006, -0.002, 0.004], [0.006, 0.003, -0.003], [0.018, 0.013, -0.016], [0.007, -0.005, 0.002], [0.003, -0.003, 0.003], [-0.007, 0.007, 0.001], [0.004, -0.010, 0.001], [0.014, -0.005, -0.005], [-0.156, -0.403, 0.036], [-0.059, -0.071, 0.166], [0.039, -0.066, -0.022], [-0.002, 0.025, 0.024], [0.016, -0.009, -0.007], [-0.019, 0.014, 0.011], [0.000, 0.001, -0.073], [0.036, 0.016, 0.021], [-0.002, -0.011, -0.008], [0.000, 0.004, 0.002], [0.003, 0.001, 0.000], [-0.007, 0.007, 0.009]],
  "charge": 1,
  "homo_lumo_gap_ha": [0.2581, 0.2549],
  "multiplicity": 2,
  "e_above_lowest_ev": 0.000,
  "e_tot_ev": -72339.5636
}